C4H9NO2 | ωB97M-V/def2-TZVPD

ORCA input file:
```
! RIJCOSX wB97M-V def2-TZVPD def2/J DEFGRID3
* xyz 0 1
C -1.74725 -0.72067 -0.06357
N -0.42806 -0.20572 -0.89547
O 0.14059 -1.42472 -1.39261
C 0.43999 0.32531 0.12646
C 0.62071 1.80900 0.14688
C 1.34666 -0.56992 0.80131
O 0.12312 -0.21600 1.41721
H -1.89493 -1.24170 0.93992
H -2.36638 0.16535 -0.07831
H -1.97771 -1.40622 -0.84285
H 0.13026 -1.34707 -2.35410
H 1.17968 2.12986 -0.72900
H 1.15200 2.11373 1.05228
H -0.34713 2.31295 0.14575
H 1.42411 -1.58526 0.43239
H 2.20435 -0.13890 1.29372
*
```

SMILES string	CN(O)[C@]1(C)CO1
HOMO	-0.3548	hartree

C4H9NO2 | ωB97M-V/def2-TZVPD

ORCA input file:
```
! RIJCOSX wB97M-V def2-TZVPD def2/J DEFGRID3
* xyz 0 1
C -0.33874 -0.69893 1.53740
C -0.57614 0.78136 1.43603
C 0.50029 1.72391 1.12853
O -0.47171 1.37932 0.14113
H -1.22737 -1.25537 1.22958
H -0.09848 -0.96342 2.57261
H 0.47454 -1.01097 0.87871
H -1.42592 1.17058 1.99883
H 0.44996 2.75377 1.47693
H 1.50088 1.33764 0.93881
H -0.17143 -2.61771 -2.00288
N -0.14581 -1.67263 -1.62974
C 0.31633 -0.87175 -2.50144
O 0.45729 0.43445 -2.29438
H 0.65330 -1.13533 -3.51140
H 0.10301 0.64508 -1.39870
*
```

SMILES string	C[C@H]1CO1.[H]/N=C/O
HOMO	-0.3691	hartree

C4H9NO2 | ωB97M-V/def2-TZVPD

ORCA input file:
```
! RIJCOSX wB97M-V def2-TZVPD def2/J DEFGRID3
* xyz 0 1
C -1.06301 1.45227 -0.51955
C -0.22724 0.35599 0.51884
C -0.83031 -1.02360 0.32982
O -0.27326 -1.96704 1.19101
N 1.17932 0.56487 0.14028
C 2.04585 -0.42831 -0.29253
O 1.93191 -1.64916 -0.20013
H -0.69954 2.49276 -0.77946
H -1.96325 1.62172 0.05118
H -1.29219 0.98534 -1.49223
H -0.36465 0.73908 1.53322
H -1.89135 -0.91998 0.56824
H -0.74077 -1.31455 -0.73063
H 0.61963 -2.12729 0.82325
H 0.53920 1.27604 -0.38357
H 2.97522 -0.02847 -0.72552
*
```

SMILES string	C[C@@H](CO)NC=O
HOMO	-0.3610	hartree

C4H9NO2 | ωB97M-V/def2-TZVPD

ORCA input file:
```
! RIJCOSX wB97M-V def2-TZVPD def2/J DEFGRID3
* xyz 0 1
C 1.55433 -0.38779 0.38089
C 1.14959 0.04654 -0.80999
C 0.55754 1.40721 -1.03065
N -0.28631 1.86309 -0.05124
O 0.87443 2.06859 -2.00083
H 2.04520 -1.35268 0.49266
H 1.42359 0.22209 1.27415
H 1.32984 -0.52153 -1.72341
H -0.74949 2.73838 -0.25725
H -0.81211 1.19116 0.49192
H -1.72219 -0.24139 -1.65121
H -1.96090 -0.53598 -1.01100
C -0.85126 -1.63551 1.48340
O -1.78205 -0.89808 1.26525
H -0.59580 -2.45980 0.79134
H -0.17442 -1.50430 2.35596
*
```

SMILES string	C=CC(N)=O.[H][H].C=O
HOMO	-0.3626	hartree

C4H9NO2 | ωB97M-V/def2-TZVPD

ORCA input file:
```
! RIJCOSX wB97M-V def2-TZVPD def2/J DEFGRID3
* xyz 0 1
C -0.70496 0.94364 1.95766
N -0.36567 -0.45607 1.93395
C -0.14420 -1.28274 1.01701
O -0.09117 -1.29707 -0.34725
C -0.52507 -0.31422 -1.28720
C 0.71663 0.38101 -1.80610
O 1.33993 1.11370 -0.77543
H -0.24339 1.38272 2.85288
H -0.39942 1.52485 1.08118
H -1.78649 1.04103 2.10208
H 0.10412 -2.30142 1.31845
H -1.01755 -0.88006 -2.08807
H -1.23894 0.39470 -0.85606
H 1.38531 -0.38790 -2.22303
H 0.47807 1.08050 -2.61229
H 1.47956 0.49195 -0.04704
*
```

SMILES string	C/N=C\OCCO
HOMO	-0.3482	hartree

C4H9NO2 | ωB97M-V/def2-TZVPD

ORCA input file:
```
! RIJCOSX wB97M-V def2-TZVPD def2/J DEFGRID3
* xyz 0 1
N -0.25121 0.92227 1.43032
C 0.05263 -0.03979 0.37552
C 1.43252 0.21554 -0.21007
O 2.39495 0.50774 0.78187
C -0.99296 -0.00577 -0.78545
C -1.65256 -1.33383 -0.95401
O -1.96914 -2.06225 -0.05118
H -1.18981 0.73328 1.77934
H 0.38381 0.73549 2.20748
H 0.08102 -1.05009 0.78661
H 1.84069 -0.54297 -0.88023
H 1.38153 1.04749 -0.94979
H 2.48245 1.46253 0.89913
H -0.44572 0.19788 -1.71595
H -1.63213 0.87567 -0.73324
H -1.91606 -1.66319 -1.98034
*
```

SMILES string	N[C@H](CO)CC=O
HOMO	-0.3508	hartree

C4H9NO2 | ωB97M-V/def2-TZVPD

ORCA input file:
```
! RIJCOSX wB97M-V def2-TZVPD def2/J DEFGRID3
* xyz 0 1
C 0.36470 -1.14524 0.99976
C 0.32981 -0.17309 -0.18532
C 1.65081 0.56279 -0.36580
O 0.05811 -0.84943 -1.38732
N -0.70655 0.84467 0.08394
C -2.00279 0.59085 -0.01182
O -2.64282 -0.35854 -0.35303
H -0.61018 -1.61983 1.11229
H 0.59679 -0.61403 1.92091
H 1.12628 -1.90252 0.82425
H 1.89866 1.13209 0.52799
H 2.43823 -0.16350 -0.55384
H 1.58533 1.22798 -1.22462
H -0.79773 -1.29482 -1.29200
H -0.93284 1.97424 0.03653
H -2.35580 1.78840 -0.13191
*
```

SMILES string	CC(C)(O)NC=O
HOMO	-0.3692	hartree

C4H9NO2 | ωB97M-V/def2-TZVPD

ORCA input file:
```
! RIJCOSX wB97M-V def2-TZVPD def2/J DEFGRID3
* xyz 0 1
C -1.43840 0.98810 0.03307
N -0.26453 0.30133 -0.48072
C -0.23192 0.13149 -1.84186
O -1.01319 0.63382 -2.60922
C 0.29045 -0.75452 0.35687
C 0.90819 -0.17719 1.61978
O 1.82900 -1.07115 2.26178
H -1.49746 0.95711 1.11652
H -2.35429 0.53358 -0.33855
H -1.45424 2.01735 -0.30475
H 0.58646 -0.54147 -2.13984
H -0.52409 -1.44901 0.60702
H 1.04141 -1.30822 -0.18032
H 0.14534 0.07132 2.35923
H 1.52005 0.67407 1.36115
H 1.56352 -1.98592 2.10267
*
```

SMILES string	CN(C=O)CCO
HOMO	-0.3551	hartree

C4H9NO2 | ωB97M-V/def2-TZVPD

ORCA input file:
```
! RIJCOSX wB97M-V def2-TZVPD def2/J DEFGRID3
* xyz 0 1
C 1.83097 0.28158 -0.43345
O 1.44318 -0.30863 0.79174
C 0.14709 0.06369 1.22358
C -0.85785 -0.12740 0.10908
C -1.18289 -1.53726 -0.28361
N -1.33837 0.81619 -0.60469
O -0.89992 2.07231 -0.18719
H 2.91370 0.16172 -0.50875
H 1.35795 -0.22114 -1.29113
H 1.57415 1.34832 -0.47891
H 0.12788 1.09549 1.59028
H -0.09062 -0.60868 2.05501
H -1.81915 -2.01973 0.46773
H -0.25035 -2.11105 -0.34001
H -1.68650 -1.56513 -1.25219
H -1.26926 2.65974 -0.85749
*
```

SMILES string	COC/C(C)=N\O
HOMO	-0.3565	hartree

C4H9NO2 | ωB97M-V/def2-TZVPD

ORCA input file:
```
! RIJCOSX wB97M-V def2-TZVPD def2/J DEFGRID3
* xyz 0 1
C 0.69160 -0.47828 2.05084
C 0.45077 0.29027 0.75719
O 1.63513 0.27101 -0.00982
C -0.73747 -0.29945 -0.00662
N -1.12867 0.47943 -1.17515
C -0.48128 0.37469 -2.35482
O 0.49152 -0.34133 -2.54348
H -0.16405 -0.40531 2.73218
H 1.57776 -0.07840 2.55184
H 0.88310 -1.53472 1.83091
H 0.21223 1.34098 0.99933
H 1.44539 -0.08562 -0.89347
H -0.47813 -1.31060 -0.34677
H -1.60873 -0.38007 0.65172
H -1.86365 1.16437 -1.08927
H -0.92550 0.99303 -3.15463
*
```

SMILES string	C[C@@H](O)CNC=O
HOMO	-0.3683	hartree

C4H9NO2 | ωB97M-V/def2-TZVPD

ORCA input file:
```
! RIJCOSX wB97M-V def2-TZVPD def2/J DEFGRID3
* xyz 0 1
C 1.69755 -0.68648 -0.49193
C 0.19353 -0.54626 -0.28457
C -0.15204 -0.34770 1.18645
O -1.44600 -0.86819 1.42270
N -0.44296 0.50327 -1.14318
C -1.06782 1.62346 -0.68037
O -0.85424 2.21838 0.36108
H 1.94218 -0.65924 -1.55586
H 2.03576 -1.64386 -0.07706
H 2.25205 0.10416 0.02232
H -0.29955 -1.47312 -0.59035
H 0.57678 -0.85561 1.82373
H -0.09949 0.72018 1.39463
H -1.94546 -0.23559 1.94607
H -0.78875 0.17782 -2.04186
H -1.84948 1.97924 -1.36814
*
```

SMILES string	C[C@@H](CO)NC=O
HOMO	-0.3575	hartree

C4H9NO2 | ωB97M-V/def2-TZVPD

ORCA input file:
```
! RIJCOSX wB97M-V def2-TZVPD def2/J DEFGRID3
* xyz 0 1
C -1.20971 1.33808 -0.49958
C -0.27781 0.47596 0.34916
C -0.80230 -0.95393 0.44682
O -0.18071 -1.66195 1.49116
N 1.11514 0.53833 -0.10871
C 1.89762 -0.43683 -0.62191
O 1.57422 -1.57486 -0.91750
H -0.78908 2.33347 -0.68033
H -2.16607 1.45528 0.02443
H -1.41424 0.86788 -1.46707
H -0.27235 0.87100 1.37244
H -1.86641 -0.90047 0.68027
H -0.68289 -1.45303 -0.51460
H 0.52666 -2.18632 1.09638
H 1.60609 1.39280 0.10539
H 2.94184 -0.10543 -0.75637
*
```

SMILES string	C[C@@H](CO)NC=O
HOMO	-0.3667	hartree

Values for lowest unoccupied orbital energy, Ha, ordered as above
0.0352, 0.0399, 0.0282, 0.0082, 0.0318, 0.0319, 0.0275, 0.0260, 0.0347, 0.0263, 0.0306, 0.0277
Values for energy above the lowest of the compared OMol25 structures with the same formula, charge and spin, kJ/mol, ordered as above
492.99, 224.60, 354.43, 286.56, 243.42, 193.31, 227.34, 143.01, 312.98, 70.44, 117.73, 90.23
Values for energy, Eh, ordered as above
-362.89777, -362.99999, -362.95054, -362.97639, -362.99282, -363.01191, -362.99895, -363.03106, -362.96633, -363.05871, -363.04069, -363.05117